Computed, not measured: a 2-piece molecular cluster, C9H14 overall at a distorted geometry, with ωB97M-V/def2-TZVPD.

Last column: Löwdin spin population.
Element x y z (Å)
C 1.999 -0.407 0.875  -0.001
C -0.876 0.800 -1.448  0.250
C -0.730 -0.063 -2.427  0.039
C -0.096 0.643 -0.257  0.121
C 0.910 -0.225 -0.154  0.029
C 0.183 -1.066 -2.417  0.216
C 1.105 -1.018 -1.294  0.317
H -1.472 1.635 -1.573  0.012
H -1.455 -0.070 -3.332  -0.002
H -0.191 1.305 0.646  0.003
H 0.604 -1.597 -3.473  0.001
H 2.931 -0.914 0.611  0.000
H 1.684 -0.810 1.882  0.000
H 1.862 -1.734 -1.345  0.015
H 2.320 0.622 0.995  0.000
C -0.690 0.080 2.940  0.000
C -1.714 0.994 2.432  0.001
H -0.894 -0.464 3.946  0.000
H -0.373 -0.546 2.213  0.000
H 0.327 0.536 3.156  0.000
H -1.322 1.813 1.809  0.000
H -2.287 0.331 1.750  0.001
H -2.284 1.475 3.219  0.000

- HOMO energy (spin up / spin down): -14.449 / -14.447 eV
- E_tot: -9548.8139 eV
- ΔE to the lowest compared entry with this formula, charge and spin: 253.5 kJ/mol
- Net charge: +1
- Maximum force: 0.1405 hartree/bohr
- 2S+1: 2
- Kohn-Sham gap (spin up / spin down): 9.714 / 5.945 eV

---

Computed, not measured: a 2-piece molecular cluster, C9H14 overall at a distorted geometry, with ωB97M-V/def2-TZVPD.

Last column: Löwdin spin population.
Element x y z (Å)
C -0.175 1.833 -0.613  0.053
C 0.945 2.604 -1.064  0.015
H -0.367 0.961 -1.282  0.015
H -0.079 1.322 0.273  0.010
H -1.124 2.420 -0.805  0.000
H 1.841 2.247 -0.505  0.001
H 1.132 2.455 -2.146  0.008
H 0.820 3.636 -1.072  0.003
C 0.842 -1.032 2.522  0.047
C 0.181 -1.347 -1.275  0.077
C -1.166 -1.181 -1.391  0.246
C 0.895 -1.387 -0.086  0.041
C 0.156 -1.157 1.185  0.268
C -1.864 -1.211 -0.239  0.042
C -1.209 -1.163 0.999  0.138
H 0.695 -1.311 -2.271  0.000
H -1.799 -1.254 -2.223  0.009
H 1.935 -1.500 -0.094  0.000
H -2.990 -1.134 -0.267  -0.002
H 1.905 -0.686 2.204  0.002
H 0.885 -1.847 3.256  0.018
H -1.948 -1.056 1.879  0.001
H 0.490 -0.212 3.016  0.009

- HOMO energy (spin up / spin down): -14.368 / -14.322 eV
- E_tot: -9549.3600 eV
- ΔE to the lowest compared entry with this formula, charge and spin: 200.8 kJ/mol
- Net charge: +1
- Maximum force: 0.1002 hartree/bohr
- 2S+1: 2
- Kohn-Sham gap (spin up / spin down): 10.167 / 5.736 eV

---

Computed, not measured: one molecule with the formula C9H14BNO4 at a distorted geometry, with ωB97M-V/def2-TZVPD.

Last column: Mulliken charge in e.
Element x y z (Å)
B 3.258 -0.433 -1.267  0.481
C 3.930 -0.155 1.292  -0.305
C 4.378 -0.266 0.012  -0.517
C 2.582 0.026 1.702  0.110
C -0.196 0.440 -0.501  0.277
C 1.094 0.154 -0.141  0.334
C -2.294 -1.237 0.106  -1.444
C -3.069 0.823 1.458  -1.615
C -3.364 0.901 -0.936  -1.962
C -2.474 0.275 0.156  1.702
N 1.466 0.153 1.119  -0.410
O -0.457 0.331 -1.849  -0.557
O 1.950 -0.439 -1.175  -0.488
O 3.697 -0.860 -2.458  -0.534
O -1.124 0.859 0.315  -0.391
H 4.749 -0.158 2.072  0.208
H 5.402 -0.417 -0.136  0.419
H 2.504 -0.016 2.765  0.358
H -1.722 -1.566 -0.686  0.393
H -1.586 -1.416 1.027  0.344
H -3.246 -1.913 0.154  0.339
H -3.042 0.010 2.187  0.363
H -4.054 1.072 1.249  0.367
H -2.617 1.664 1.856  0.433
H -3.346 0.502 -1.896  0.368
H -4.347 0.901 -0.587  0.553
H -3.005 1.889 -0.980  0.459
H 0.250 -0.187 -2.341  0.403
H 4.684 -0.936 -2.517  0.310

- HOMO energy: -7.421 eV
- E_tot: -19915.7643 eV
- ΔE to the lowest compared entry with this formula, charge and spin: 305.0 kJ/mol
- Maximum force: 0.0807 hartree/bohr
- 2S+1: 1
- SMILES: CC(C)(C)O/C(O)=C1\N=CC=CB(O)O1
- Kohn-Sham gap: 7.470 eV

---

Computed, not measured: C9H14Br4Fe2O7 as an isolated structure at a distorted geometry, with ωB97M-V/def2-TZVPD.

Last column: Löwdin spin population.
Element x y z (Å)
Fe 1.280 2.572 -1.192  3.735
Fe 3.206 0.560 0.422  3.739
C 0.682 0.502 0.352  0.031
O 0.093 1.666 0.238  0.065
O 1.412 0.160 1.372  0.050
O 1.448 0.477 -0.679  0.118
C 3.846 2.588 -1.065  0.027
O 3.157 2.819 -2.156  0.066
O 4.529 1.497 -0.901  0.048
O 3.055 2.684 -0.059  0.113
C -2.538 3.381 -1.502  0.002
C -3.793 2.607 -1.193  0.000
O -4.865 2.800 -1.713  0.000
C -3.754 1.620 -0.039  0.000
H -2.117 3.105 -2.467  0.000
H -1.858 3.227 -0.664  0.001
H -2.802 4.440 -1.470  0.000
H -4.680 1.491 0.513  0.000
H -3.042 1.965 0.721  0.000
H -3.332 0.659 -0.340  0.000
Br 0.774 -4.963 2.975  0.000
C 0.751 -3.063 3.498  0.000
C 1.858 -2.232 2.850  0.001
Br 3.578 -2.817 3.566  0.002
H 0.832 -3.068 4.580  0.000
H -0.246 -2.733 3.220  0.000
H 1.685 -1.196 3.130  0.000
H 1.882 -2.320 1.768  0.000
Br 0.944 -4.315 -1.301  0.000
C -0.176 -2.708 -1.076  0.000
C -0.039 -1.849 -2.305  0.000
Br -1.409 -0.438 -2.321  0.002
H 0.052 -2.162 -0.163  0.000
H -1.207 -3.045 -0.994  0.000
H -0.181 -2.447 -3.202  0.000
H 0.975 -1.467 -2.405  0.000

- HOMO energy (spin up / spin down): -9.777 / -9.779 eV
- E_tot: -372834.2617 eV
- ΔE to the lowest compared entry with this formula, charge and spin: 252.8 kJ/mol
- Maximum force: 0.1751 hartree/bohr
- 2S+1: 9
- Kohn-Sham gap (spin up / spin down): 8.180 / 7.853 eV

---

Computed, not measured: a 2-piece molecular cluster, C9H14BrN4 overall at a distorted geometry, with ωB97M-V/def2-TZVPD.

Last column: Mulliken charge in e.
Element x y z (Å)
C 2.033 0.927 -1.013  -0.139
C -0.744 0.544 0.368  0.324
C -1.227 0.541 -0.967  0.076
C 1.859 -0.172 -1.953  -0.841
C -0.785 -0.527 -1.951  -0.522
C 0.418 -0.049 -2.695  -0.910
C 0.645 0.159 0.804  0.669
C -0.718 0.830 2.561  0.459
C -1.138 1.036 3.905  -0.984
N 1.597 0.987 0.172  -0.563
N -1.484 0.868 1.352  -0.595
N -2.114 1.392 -1.262  -0.567
N 0.495 0.392 2.191  -0.032
Br 0.376 -4.210 0.384  -0.235
H 2.760 1.687 -1.118  0.524
H 2.595 -0.272 -2.653  0.551
H 1.681 -1.142 -1.508  0.195
H -0.751 -1.461 -1.429  0.260
H -1.517 -0.404 -2.892  0.337
H 0.151 0.951 -2.829  0.638
H 0.457 -0.492 -3.677  0.471
H 0.912 -0.929 0.523  0.059
H -1.187 2.046 4.252  0.308
H -0.492 0.409 4.676  0.339
H -2.262 0.710 3.874  0.311
H -2.253 1.222 -2.276  0.323
H 1.316 0.275 2.833  0.294
H -0.624 -5.320 0.327  0.251

- HOMO energy: -13.470 eV
- E_tot: -85553.5212 eV
- ΔE to the lowest compared entry with this formula, charge and spin: 76.7 kJ/mol
- Net charge: +1
- Maximum force: 0.1060 hartree/bohr
- 2S+1: 1
- Kohn-Sham gap: 8.367 eV

---

Computed, not measured: C9H14ClCuF4O as an isolated structure at a distorted geometry, with ωB97M-V/def2-TZVPD.

Last column: Mulliken charge in e.
Element x y z (Å)
C -1.470 -3.006 0.277  -1.038
C -1.744 -2.125 -0.930  -0.090
O -2.320 -0.901 -0.517  -0.369
C -1.745 0.237 -1.157  -0.942
C -0.305 0.467 -0.724  0.575
C -0.262 0.618 0.774  -1.992
C 1.127 0.653 1.386  0.832
C 1.235 1.362 2.739  -1.269
Cl 1.637 -1.114 1.588  -0.258
C 0.304 1.634 -1.433  0.706
F 0.661 2.683 -0.572  -0.369
F -0.555 2.215 -2.348  -0.385
C 1.641 1.366 -2.216  -0.022
F 1.976 0.059 -2.229  -0.240
F 1.543 1.764 -3.512  -0.310
H -1.624 -4.054 0.044  0.428
H -0.464 -2.866 0.661  0.042
H -2.167 -2.727 1.063  0.272
H -0.838 -1.942 -1.501  0.221
H -2.450 -2.631 -1.592  0.390
H -1.819 0.101 -2.235  0.381
H -2.387 1.074 -0.867  0.321
H -0.816 1.500 1.115  0.438
H -0.783 -0.241 1.199  0.511
H 1.855 1.042 0.692  0.260
H 0.339 1.941 2.927  0.341
H 1.331 0.651 3.552  0.374
H 2.082 2.039 2.766  0.325
H 2.461 1.931 -1.774  0.232
Cu 3.555 -1.731 2.826  0.634

- HOMO energy: -5.216 eV
- E_tot: -79633.9812 eV
- Maximum force: 0.0298 hartree/bohr
- 2S+1: 1
- Kohn-Sham gap: 1.783 eV